# C4H8ClN

C4H8ClN in the gas phase in a non-equilibrium geometry (wB97M-V/def2-TZVPD, OMol25).

Geometry as ORCA input:
```
! wB97M-V def2-TZVPD RIJCOSX def2/J DEFGRID3
* xyz 0 1
C -0.444 -0.791 0.356
C -0.420 0.701 0.357
C 0.764 -1.496 -0.187
C 0.702 1.600 -0.244
N -1.235 -0.035 -0.560
Cl -3.304 -0.046 -0.102
H -1.064 -1.114 1.233
H -0.866 1.102 1.134
H 0.891 -2.598 -0.099
H 1.726 -1.163 0.342
H 0.773 -1.417 -1.203
H 1.460 1.468 0.459
H 0.176 2.653 -0.334
H 0.840 1.136 -1.153
*
```

HOMO level, eV: -10.0
M, g/mol: 105.568
HOMO-LUMO gap, hartree: 0.3309